38
Properties=species:S:1:pos:R:3:forces:R:3 method="wB97M-V/def2-TZVPD" relative_energy_ev=0.1662 total_charge=+1 lumo_ev="-3.40 / -3.59" s_squared=0.754 multiplicity=2
O 0.236207 -3.756486 -1.776956 -0.0157 -0.0666 0.1023
O 0.060730 -4.720830 0.480649 -0.1004 0.0438 0.0850
H 2.251199 -0.196893 -2.120555 0.0038 -0.0249 -0.0257
C 2.711484 1.813946 2.159611 -0.0291 0.0317 0.0126
P 1.343044 -1.171542 -0.157183 0.0125 -0.1524 -0.0362
H 3.630118 2.004165 2.696876 -0.0012 0.0083 0.0011
C 2.552838 0.625886 1.465700 -0.0225 0.0107 -0.0212
H -2.492227 1.184515 2.004287 -0.0100 0.0021 -0.0003
H 3.686778 -1.715127 -0.082021 -0.0037 0.0058 -0.0023
S -0.443869 -3.875956 -0.530296 0.1317 -0.1265 -0.2643
C 1.686508 2.743589 2.160767 0.0148 -0.0304 -0.0065
H -1.038497 3.240413 -1.052237 0.0015 -0.0053 0.0211
H -2.333259 2.791002 1.247902 0.0120 0.0027 -0.0054
C 0.506529 2.477607 1.479071 0.0193 -0.0118 -0.0053
H -0.280873 3.218370 1.502850 0.0014 0.0062 0.0013
C 0.316927 1.292445 0.776996 0.0341 -0.0343 0.0330
H 3.362420 -0.089575 1.476845 0.0020 -0.0051 -0.0001
C 1.371050 0.356767 0.771338 -0.0337 0.0184 0.0282
C 2.756257 -2.185607 0.232540 -0.0177 -0.0305 0.0233
P -1.291853 1.011501 -0.077009 0.0377 0.0044 -0.1270
O 0.061563 -2.020080 0.198790 -0.0405 0.3431 -0.1605
O -3.131651 -0.876821 -2.123006 -0.0329 0.0234 -0.0259
H -3.495588 1.613250 0.622623 -0.0064 -0.0042 -0.0059
O -3.661747 -0.828633 -0.044991 -0.1182 -0.0173 -0.0406
C 1.401398 -0.852332 -1.918010 0.0941 0.0858 0.0070
H 0.493642 -0.346261 -2.253574 -0.0295 -0.0018 0.0077
C -4.043153 -0.824486 -1.252867 -0.0556 0.0358 0.0738
C -1.215077 2.232535 -1.427838 -0.0321 -0.0304 -0.0463
H -5.101879 -0.782238 -1.514596 0.0031 -0.0034 -0.0400
H -2.162710 2.209584 -1.968216 0.0054 0.0090 0.0052
H 1.797172 3.676279 2.697204 0.0034 0.0027 -0.0011
H 2.782930 -2.406354 1.299103 0.0058 -0.0045 -0.0021
H -0.421405 1.973862 -2.128794 0.0088 0.0042 -0.0020
H 1.513981 -1.792476 -2.457301 -0.0045 0.0120 0.0110
C -2.507552 1.732970 1.063003 0.0014 -0.0217 0.0168
O -1.832121 -3.468598 -0.497195 0.0458 -0.0510 -0.0586
Tc -1.702058 -1.168981 -0.633538 0.1146 -0.0240 0.4425
H 2.632758 -3.119411 -0.319982 0.0005 -0.0040 0.0056